Density functional theory data (ωB97M-V with the def2-TZVPD basis set) for C2H3CoFO as an isolated structure.

Each line ends with the Mulliken spin population.
Atoms and positions in Å:
1 Co -0.5145 -1.9425 0.8863  2.747
2 O 0.3037 -1.1594 -0.4514  0.354
3 C 0.0117 0.0183 -0.9943  0.164
4 C -0.2470 1.0679 -0.1868  0.500
5 H 0.5472 0.1954 -1.9414  0.030
6 H -0.6141 1.9984 -0.6191  0.028
7 F 0.1761 -1.0935 2.4373  0.157
8 H 0.3369 0.9154 0.8693  0.020

For the frontier orbital gap (spin up / spin down), the calculation gives 10.01 / 8.45 eV. For the molecular weight, the calculation gives 120.98 Da. The value obtained for the relative energy (zero: lowest compared OMol25 entry of this formula, charge and spin) is 0.0 kJ/mol. As for the charge: +1. The calculation puts the HOMO energy (spin up / spin down) at -0.5888 / -0.6030 Ha. Its spin multiplicity is 5.


Density functional theory data (ωB97M-V with the def2-TZVPD basis set) for C2H3CrO2 as an isolated structure.

Each line ends with the Mulliken spin population.
Atoms and positions in Å:
1 O 0.7605 0.2373 0.1748  -0.177
2 C -1.4862 0.4187 -0.0172  0.184
3 C -0.3628 -0.3713 -0.1098  0.335
4 H -1.3991 1.5052 -0.0378  0.017
5 H -2.4656 -0.0531 0.0313  0.019
6 H -0.3416 -1.4616 -0.1463  0.011
7 Cr 3.4672 0.2969 0.0553  3.975
8 O 1.8276 -0.5720 0.0498  -0.364

For the frontier orbital gap (spin up / spin down), the calculation gives 7.43 / 10.19 eV. For the molecular weight, the calculation gives 111.04 Da. The value obtained for the relative energy (zero: lowest compared OMol25 entry of this formula, charge and spin) is 323.9 kJ/mol. As for the charge: +3. The calculation puts the HOMO energy (spin up / spin down) at -0.9934 / -1.0751 Ha. Its spin multiplicity is 5.


Density functional theory data (ωB97M-V with the def2-TZVPD basis set) for C2H3CuFO2 as an isolated structure.

Each line ends with the Mulliken spin population.
Atoms and positions in Å:
1 F -1.3339 -1.9783 0.0999  0.004
2 H -0.6583 -1.9863 -0.6860  -0.001
3 O 0.6699 -0.6036 -0.7089  0.065
4 C 0.2919 -0.2627 0.4333  0.020
5 C -0.1698 1.2037 0.5099  -0.011
6 O 0.1608 1.9137 -0.4199  0.263
7 Cu 1.2478 0.9833 -1.9512  0.645
8 H 0.5090 -0.8485 1.3367  0.001
9 H -0.7175 1.5788 1.3861  0.014

For the frontier orbital gap (spin up / spin down), the calculation gives 9.55 / 6.27 eV. For the molecular weight, the calculation gives 141.59 Da. As for the charge: +2. The calculation puts the HOMO energy (spin up / spin down) at -0.8178 / -0.8164 Ha. Its spin multiplicity is 2.


Density functional theory data (ωB97M-V with the def2-TZVPD basis set) for C2H3CuLiO2 as an isolated structure.

Each line ends with the natural charge from an NBO analysis.
Atoms and positions in Å:
1 H 0.7689 2.0761 0.0619  0.491
2 O -0.1192 2.0332 -0.5006  -0.671
3 C -0.5939 0.8042 -0.1644  -0.006
4 C 0.3500 -0.1815 -0.0480  0.008
5 O 0.2002 -1.4081 0.4522  -1.084
6 Cu -1.6443 -1.7898 -0.4686  0.932
7 Li 1.3713 -2.3558 1.0491  0.982
8 H -1.6315 0.8076 0.1997  0.180
9 H 1.2985 0.0141 -0.5814  0.168

For the frontier orbital gap, the calculation gives 6.48 eV. For the molecular weight, the calculation gives 129.53 Da. The value obtained for the relative energy (zero: lowest compared OMol25 entry of this formula, charge and spin) is 168.7 kJ/mol. As for the charge: +1. The calculation puts the HOMO energy at -0.4361 Ha.


Density functional theory data (ωB97M-V with the def2-TZVPD basis set) for C2H3DyFO as an isolated structure.

Each line ends with the Mulliken spin population.
Atoms and positions in Å:
1 H -1.1280 0.8070 0.3717  0.033
2 O -0.8287 0.0015 -0.1058  -0.106
3 C 0.4008 -0.4504 0.4432  -0.012
4 C 1.2148 0.7501 0.7674  0.009
5 Dy -1.9599 -0.5423 -2.2610  6.113
6 H 0.9242 -1.0653 -0.3084  -0.031
7 H 0.2383 -1.0526 1.3544  -0.003
8 F 1.1384 1.5520 -0.2615  -0.002

For the frontier orbital gap (spin up / spin down), the calculation gives 6.45 / 5.63 eV. For the molecular weight, the calculation gives 224.54 Da. The value obtained for the relative energy (zero: lowest compared OMol25 entry of this formula, charge and spin) is 25.0 kJ/mol. As for the charge: +2. The calculation puts the HOMO energy (spin up / spin down) at -0.6122 / -0.6126 Ha. Its spin multiplicity is 7.


Density functional theory data (ωB97M-V with the def2-TZVPD basis set) for C2H3DyO2 as an isolated structure.

Each line ends with the Mulliken spin population.
Atoms and positions in Å:
1 H 2.6650 -1.0353 0.0657  0.000
2 C 2.3006 -0.4239 0.8830  0.018
3 C 1.9295 0.0884 1.9203  -0.009
4 H 1.6362 0.3635 2.9259  -0.001
5 O -1.2114 -0.3336 -1.5873  0.016
6 O -1.3008 1.1143 -1.3151  -0.003
7 H -0.7235 1.5172 -1.9775  -0.002
8 Dy -0.4682 -0.1637 0.4508  4.980

For the frontier orbital gap (spin up / spin down), the calculation gives 9.13 / 7.79 eV. For the molecular weight, the calculation gives 221.54 Da. The value obtained for the relative energy (zero: lowest compared OMol25 entry of this formula, charge and spin) is 253.8 kJ/mol. As for the charge: +2. The calculation puts the HOMO energy (spin up / spin down) at -0.7436 / -0.7432 Ha. Its spin multiplicity is 6.


| no. | electronic energy (Ha) |
| --- | --- |
| 1 | -1635.45420 |
| 2 | -1271.30151 |
| 3 | -1967.91346 |
| 4 | -1876.19877 |
| 5 | -1137.31328 |
| 6 | -1112.66083 |